# 1
{
  "formula": "H8OSi3",
  "method": "ωB97M-V with the def2-TZVPD basis set",
  "symbols": ["O", "Si", "Si", "Si", "H", "H", "H", "H", "H", "H", "H", "H"],
  "positions_angstrom": [[-0.2078, 1.1893, 1.5653], [-1.9733, -0.1512, -0.4948], [2.0503, -0.2551, -0.6110], [0.0420, -0.1201, 0.6193], [0.3167, 1.6297, 2.1983], [-2.7073, -1.4060, -0.9866], [-2.0006, 0.8722, -1.6726], [-2.9167, 0.3789, 0.5752], [2.7712, 1.1360, -0.4943], [1.7353, -0.3731, -2.0067], [2.7873, -1.4685, -0.2170], [0.1030, -1.4321, 1.5250]],
  "atomic_forces_ev_per_a": [[-1.02, 0.00, -0.83], [-1.70, 0.63, -0.83], [0.11, 1.58, 0.62], [0.54, -2.00, 0.97], [1.02, 0.39, 0.82], [0.85, 0.51, 0.24], [0.10, -0.79, 0.89], [0.42, -0.13, -0.46], [-0.30, -1.35, 0.09], [-0.21, -0.15, -0.88], [0.28, 0.15, 0.14], [-0.10, 1.15, -0.77]],
  "mulliken_charge": [-0.446, 0.239, 0.297, 0.250, 0.303, -0.095, -0.089, -0.085, -0.078, -0.126, -0.089, -0.081],
  "homo_energy_ev": -9.72,
  "orbital_gap_ev": 10.148,
  "energy_ha": -948.46817,
  "e_above_lowest_kcal_mol": 31.2,
  "mol_weight_g_mol": 108.32,
  "smiles": "O[SiH]([SiH3])[SiH3]",
  "largest_force_ev_per_a": 2.3
}

# 2
{
  "formula": "H8Si4",
  "method": "ωB97M-V with the def2-TZVPD basis set",
  "symbols": ["Si", "Si", "Si", "Si", "H", "H", "H", "H", "H", "H", "H", "H"],
  "positions_angstrom": [[0.6901, -2.3294, 0.3475], [-1.5269, -1.5600, -0.0830], [0.1826, -0.0510, -0.7096], [0.4333, 2.7350, 0.0634], [1.3549, -2.5414, 1.6978], [1.6634, -3.3877, -0.5001], [-2.6083, -2.6280, -0.7636], [-2.1393, -1.2912, 1.2565], [0.3762, 0.1615, -2.2096], [1.3574, 3.8430, 0.0219], [-0.1454, 2.2182, 1.2706], [-0.7235, 3.1580, -0.7434]],
  "atomic_forces_ev_per_a": [[1.56, -0.37, -1.16], [-1.09, -1.75, -0.08], [1.08, 0.96, -0.12], [-1.70, -2.63, -1.17], [-0.63, 0.48, -0.36], [-1.61, 1.49, 0.71], [1.43, 1.65, 0.53], [0.21, 0.13, -0.20], [-0.08, -0.65, 0.57], [0.86, -0.01, 0.20], [0.02, 0.56, 1.22], [-0.05, 0.15, -0.13]],
  "mulliken_charge": [0.099, 0.135, -0.019, 0.337, -0.068, -0.042, -0.055, -0.071, -0.047, -0.090, -0.093, -0.087],
  "homo_energy_ev": -8.05,
  "orbital_gap_ev": 6.891,
  "energy_ha": -1162.55565,
  "e_above_lowest_kcal_mol": 32.1,
  "mol_weight_g_mol": 120.41,
  "largest_force_ev_per_a": 3.3
}